C36H56NO25P3 | ωB97M-V/def2-TZVPD

Geometry as ORCA input:
```
! RIJCOSX wB97M-V def2-TZVPD def2/J DEFGRID3
* xyz 0 1
N -2.425 -5.432 0.562
C -3.329 -4.761 0.113
O -4.146 -3.907 -0.717
O -3.369 -3.363 -1.690
P -3.677 -1.644 -1.538
O -4.019 -1.401 -0.072
O -2.320 -0.879 -2.151
C -1.790 0.183 -1.335
C -0.248 -0.314 -0.751
C 0.230 0.470 0.664
O -0.260 -1.062 0.568
O -5.034 -1.374 -2.581
P -5.737 0.173 -2.287
P -6.914 0.119 -0.407
O -8.248 0.875 -0.531
O -5.918 0.887 0.768
O -7.190 -1.503 0.074
H -1.487 1.103 -1.943
H -2.387 0.494 -0.421
H 0.604 -0.558 -1.566
H -0.609 0.667 1.428
H 1.300 0.193 1.000
H -4.664 1.136 -2.101
H -6.473 1.396 1.407
H -7.996 -1.808 -0.423
O -0.041 3.214 -1.957
C 0.933 2.875 -2.581
O 1.077 1.652 -3.162
C 2.389 1.546 -3.725
C 2.848 2.970 -3.933
C 2.170 3.702 -2.796
H 3.028 1.002 -3.021
H 2.343 0.990 -4.663
H 3.934 3.076 -3.936
H 2.470 3.345 -4.888
H 2.773 3.686 -1.884
H 1.916 4.725 -3.073
O 4.658 5.790 -0.450
C 4.582 6.531 -1.397
O 5.497 6.580 -2.405
C 5.156 7.642 -3.303
C 3.682 7.888 -3.088
C 3.506 7.557 -1.621
H 5.764 8.517 -3.055
H 5.374 7.339 -4.329
H 3.372 8.901 -3.350
H 3.097 7.188 -3.695
H 3.700 8.422 -0.982
H 2.518 7.142 -1.419
O 1.996 3.327 1.573
C 2.538 2.793 2.507
O 2.346 1.489 2.856
C 3.052 1.214 4.070
C 4.129 2.271 4.152
C 3.474 3.458 3.477
H 2.347 1.273 4.905
H 3.471 0.207 4.031
H 4.457 2.473 5.173
H 5.003 1.956 3.573
H 2.892 4.056 4.182
H 4.205 4.077 2.956
O -0.218 -11.962 0.770
C -0.814 -10.945 1.026
O -0.218 -9.734 1.197
C -1.202 -8.773 1.595
C -2.522 -9.339 1.129
C -2.298 -10.831 1.246
H -1.158 -8.659 2.683
H -0.984 -7.810 1.131
H -3.374 -8.976 1.708
H -2.689 -9.074 0.081
H -2.539 -11.202 2.246
H -2.852 -11.381 0.485
O 2.285 5.621 5.881
C 2.825 5.081 6.813
O 2.630 3.778 7.156
C 3.334 3.496 8.370
C 4.413 4.550 8.458
C 3.762 5.741 7.787
H 2.629 3.552 9.204
H 3.751 2.488 8.328
H 4.740 4.747 9.480
H 5.287 4.235 7.878
H 3.180 6.338 8.493
H 4.494 6.361 7.270
O 4.164 5.340 -6.737
C 4.679 4.289 -7.025
O 4.083 3.077 -6.852
C 5.010 2.040 -7.192
C 6.023 2.694 -8.102
C 6.067 4.112 -7.575
H 5.463 1.661 -6.271
H 4.483 1.223 -7.688
H 6.993 2.194 -8.098
H 5.649 2.697 -9.131
H 6.789 4.223 -6.763
H 6.269 4.831 -8.370
O -6.461 2.056 3.364
C -5.524 2.811 3.262
O -5.626 4.165 3.340
C -4.348 4.753 3.068
C -3.340 3.667 3.357
C -4.100 2.411 2.989
H -4.327 5.072 2.022
H -4.203 5.626 3.707
H -2.404 3.790 2.810
H -3.106 3.654 4.427
H -3.995 2.167 1.929
H -3.804 1.565 3.610
O -4.331 -10.064 -1.761
C -4.821 -11.158 -1.641
O -4.240 -12.183 -0.958
C -5.035 -13.364 -1.108
C -6.417 -12.871 -1.468
C -6.120 -11.610 -2.251
H -4.595 -13.982 -1.897
H -5.034 -13.929 -0.174
H -7.004 -13.604 -2.024
H -6.969 -12.616 -0.558
H -5.963 -11.816 -3.312
H -6.899 -10.860 -2.115
*
```

Calculated values
- Frontier orbital gap: 9.3148 eV

Here are the Löwdin charges for atoms 1 to 2, given in e: 0.1735, -0.1288